An isolated ion of composition C2H10N5O and charge +1, computed with ωB97M-V/def2-TZVPD.

Geometry as XYZ:
```
18
Properties=species:S:1:pos:R:3:nbo_charge:R:1
N 0.866 1.118 2.316 -0.770
C 0.596 0.245 1.319 0.675
N 1.073 -0.977 1.323 -0.770
N -0.132 0.686 0.246 -0.625
C -0.594 -0.270 -0.831 0.671
N 0.574 -0.594 -1.586 -0.838
N -1.683 0.442 -1.474 -0.902
O -1.129 -1.459 -0.236 -0.720
H 1.684 0.944 2.915 0.425
H 0.625 2.099 2.301 0.427
H 1.737 -1.443 1.939 0.439
H 0.714 -1.701 0.698 0.460
H -0.691 1.601 0.361 0.451
H 1.167 0.270 -1.773 0.398
H 0.297 -0.951 -2.469 0.390
H -2.637 0.348 -1.216 0.401
H -1.744 0.521 -2.505 0.403
H -1.472 -1.272 0.677 0.486
```

Computed properties:
Total charge: +1
Relative energy (zero: lowest compared OMol25 entry of this formula, charge and spin) in kcal per mole: 0.00
SMILES string: NC(N)=[NH+]C(N)(N)O
Frontier orbital gap in eV: 10.681
Energy in Eh: -431.018686